Entry from the Open Molecules 2025 dataset: a 2-piece molecular cluster, CH7NO overall at a distorted geometry (ωB97M-V/def2-TZVPD).

Structure (XYZ):
```
10
Properties=species:S:1:pos:R:3:nbo_charge:R:1
C -0.089 -0.323 1.083 -0.450
H -1.156 -1.570 -0.203 0.350
H -2.003 -0.377 0.168 0.349
H -0.314 0.748 1.530 0.214
H -0.084 -1.321 1.971 0.169
H 0.996 -0.417 0.698 0.211
H 0.823 1.166 -0.995 0.485
H 1.313 1.217 -2.570 0.476
N -1.085 -0.554 -0.083 -0.841
O 1.599 1.431 -1.600 -0.963
```

Calculated values
Orbital gap (eV): 10.766
Energy above the lowest of the compared OMol25 structures with the same formula, charge and spin (kcal/mol): 31.1
SMILES: CN.O